Arrangement P

ORCA calculation (the ωB97M-V functional and the def2-TZVPD basis) on a single C6H11OP molecule.

Last column: Mulliken charge in e.
CARTESIAN COORDINATES (ANGSTROEM)
C: -1.5157 0.3646 -0.0358  -0.4458
C: -0.2792 0.5453 -0.4957  0.2340
C: 0.5920 -0.5489 1.6272  -1.5995
C: 0.8953 0.1451 0.3443  0.9909
C: 0.0012 1.1830 -1.7904  -1.1120
C: 1.6673 -0.8347 -0.5511  -1.3468
O: -2.8757 0.1444 2.4995  -0.6140
P: -1.9690 -0.4252 1.5000  0.3525
H: -2.3778 0.6706 -0.6604  0.3433
H: 0.6851 -1.5430 1.7895  0.4976
H: 0.5691 0.1029 2.4917  0.3914
H: 1.4567 0.9694 0.7226  0.3058
H: 0.0327 2.3241 -1.5538  0.2686
H: -0.8594 0.9117 -2.4366  0.3573
H: 0.9172 0.7206 -2.1322  0.2668
H: 2.5529 -1.2052 0.0148  0.4168
H: 2.1850 -0.3059 -1.4770  0.3409
H: 1.0404 -1.6860 -1.0382  0.3072
H: -2.7181 -1.5329 1.1818  0.0448

HOMO energy   -8.34 eV
E_LUMO   0.3 eV

---

Arrangement Q

ORCA calculation (the ωB97M-V functional and the def2-TZVPD basis) on a single C6H11OP molecule.

Last column: Mulliken charge in e.
CARTESIAN COORDINATES (ANGSTROEM)
C: 1.4193 -0.7435 -1.0814  -0.8790
C: 1.7381 0.1678 -0.1513  0.7917
C: 2.9450 0.0460 0.7177  -1.2943
O: 1.0100 1.3541 0.0381  -0.3819
C: -0.2817 1.3182 -0.2673  -0.3902
P: -1.4319 0.1626 0.4002  0.6206
C: -1.5714 -1.4853 0.8232  -0.9385
C: -2.9132 0.5890 -0.5456  -0.9513
H: 0.7370 -0.3934 -1.8354  0.3773
H: 2.0709 -1.6097 -1.3023  0.2900
H: 2.9013 -0.9236 1.3644  0.2633
H: 3.0391 0.7820 1.4836  0.3876
H: 3.9138 0.1623 0.2691  0.3120
H: -0.7239 2.3055 -0.2788  0.2986
H: -2.5643 -1.9010 0.9860  0.2920
H: -0.7677 -1.7723 1.4680  0.2970
H: -3.0356 -0.1023 -1.3632  0.2968
H: -2.6920 1.6199 -0.8044  0.2721
H: -3.7926 0.4237 0.0797  0.3362

SMILES   C=C(C)OC=P(=C)C
HOMO energy   -7.09 eV
E_LUMO   0.4 eV

---

Need the numbers? Relative energies in eV: arrangement P 0.000; arrangement Q 1.537.

---

Arrangement P

ORCA calculation (the ωB97M-V functional and the def2-TZVPD basis) on a single C6H13N3 molecule.

Last column: Mulliken charge in e.
CARTESIAN COORDINATES (ANGSTROEM)
H: -1.7646 2.2758 -0.5912  0.2476
N: -0.9513 1.8297 -0.1698  -0.5088
C: -0.3187 1.0466 -0.9165  -0.5932
C: 0.9113 0.3186 -0.4182  1.5867
C: 1.5275 1.0440 0.7771  -1.7335
N: 1.9260 0.2190 -1.4606  -0.7510
C: 0.4939 -1.1333 -0.0383  -1.1457
C: -0.9942 -1.2714 0.1521  0.8628
C: -1.5482 -0.8539 1.4821  -1.3574
N: -1.6632 -1.7054 -0.8255  -0.7234
H: -2.6660 -1.7756 -0.6661  0.2489
H: -0.5786 0.8244 -1.9621  0.3351
H: 1.7266 2.0799 0.5184  0.3952
H: 0.8426 1.0314 1.6183  0.3105
H: 2.4602 0.5588 1.0517  0.5116
H: 1.5372 -0.1858 -2.3042  0.2776
H: 2.2894 1.1377 -1.6881  0.2648
H: 0.7904 -1.7899 -0.8596  0.4480
H: 1.0204 -1.4344 0.8636  0.2858
H: -1.4527 0.2273 1.5810  0.3112
H: -0.9876 -1.3213 2.2882  0.3122
H: -2.6005 -1.1222 1.5674  0.4149

SMILES   [H]/N=C/[C@](C)(N)C/C(C)=N/[H]
HOMO energy   -9.40 eV
E_LUMO   1.0 eV

---

Arrangement Q

ORCA calculation (the ωB97M-V functional and the def2-TZVPD basis) on a molecular structure, C6H13N3.

Last column: Mulliken charge in e.
CARTESIAN COORDINATES (ANGSTROEM)
C: 2.6069 0.1911 -0.0376  -1.1633
C: -0.1681 2.3668 0.2520  -1.4128
C: -1.8181 -0.2015 -1.2659  -1.6115
C: 1.1301 0.0979 -0.0524  0.3547
C: 0.0764 0.9125 0.1153  -0.2758
C: -0.8863 -0.2499 -0.0689  1.3323
N: 0.6670 -2.2771 0.2695  -0.7338
N: -1.6010 -0.6108 1.1139  -0.5842
N: 0.3772 -1.0647 -0.3742  0.0780
H: 0.2119 -3.0318 -0.2366  0.2543
H: 0.3474 -2.2931 1.2436  0.2195
H: -1.0080 -0.5809 1.9355  0.3315
H: -2.0354 -1.5235 1.0307  0.2317
H: 2.9185 1.1633 0.3351  0.3313
H: 3.0221 -0.5944 0.5922  0.3116
H: 2.9964 0.0511 -1.0451  0.2728
H: 0.7693 2.8904 0.4252  0.3408
H: -0.8451 2.5593 1.0840  0.3125
H: -0.6290 2.7649 -0.6530  0.2707
H: -2.2962 -1.1679 -1.4123  0.4212
H: -2.5854 0.5483 -1.0948  0.3461
H: -1.2505 0.0501 -2.1563  0.3726

HOMO energy   -7.76 eV
E_LUMO   1.0 eV

---

Arrangement R

ORCA calculation (the ωB97M-V functional and the def2-TZVPD basis) on a single C6H13N3 molecule.

Last column: Mulliken charge in e.
CARTESIAN COORDINATES (ANGSTROEM)
C: 0.3609 3.1891 0.9554  -0.7107
C: -0.3877 2.3048 0.3131  -0.4311
C: 0.2676 0.9280 -0.3561  0.6737
N: 1.5959 1.0222 -0.6691  -0.4724
C: -0.5214 -0.0652 -0.0436  0.2694
C: -1.9109 -0.2081 0.4591  -1.6029
C: 0.1691 -1.5509 -0.6592  -0.2524
N: 1.5580 -1.7066 -0.2210  -0.6112
N: -0.7112 -2.6527 -0.3279  -0.6109
H: 1.3929 2.9846 1.2036  0.2866
H: -0.0279 4.1446 1.2823  0.2739
H: -1.4218 2.5209 0.0767  0.2366
H: 2.0116 0.1204 -0.8907  0.3290
H: 1.8273 1.7887 -1.2833  0.2488
H: -1.9253 -0.2947 1.5477  0.2527
H: -2.5198 0.6499 0.1826  0.4100
H: -2.3593 -1.1029 0.0311  0.4800
H: 0.1906 -1.4811 -1.7554  0.3462
H: 1.9610 -2.5808 -0.5525  0.2210
H: 1.6141 -1.6957 0.7921  0.2028
H: -0.7552 -2.7930 0.6759  0.2052
H: -0.4082 -3.5215 -0.7608  0.2555

SMILES   C=C/C(N)=C(\C)C(N)N
HOMO energy   -7.81 eV
E_LUMO   0.9 eV

---

Need the numbers? Relative energies in eV: arrangement P 0.000; arrangement Q 1.111; arrangement R 1.595.

---

Arrangement P

ORCA calculation (the ωB97M-V functional and the def2-TZVPD basis) on 2 unconnected molecules or ions with the total composition C2H4BrN.

Last column: Mulliken charge in e.
CARTESIAN COORDINATES (ANGSTROEM)
C: -0.9216 -0.5331 0.9511  0.0824
N: -0.8541 -1.0263 -0.1823  -0.3515
C: -0.7601 0.4915 -0.1118  -0.3458
H: -1.2876 -0.6232 1.9072  0.3025
H: -1.5659 1.0613 -0.5388  0.2200
H: 0.1577 1.0382 -0.3388  0.1174
Br: 2.6171 -0.0575 -0.0752  -0.2562
H: 2.6144 -0.3509 -1.6114  0.2311

SMILES   C1=NC1.Br
HOMO energy   -9.92 eV
E_LUMO   0.4 eV

---

Arrangement Q

ORCA calculation (the ωB97M-V functional and the def2-TZVPD basis) on a single C2H4BrN molecule.

Last column: Mulliken charge in e.
CARTESIAN COORDINATES (ANGSTROEM)
Br: 1.0328 -1.4381 1.4362  -0.0697
N: -0.1740 -0.8685 0.1269  -0.2729
C: -0.7405 0.4632 0.2096  -0.2923
C: 0.2993 0.1032 -0.7700  -0.3687
H: -0.3017 1.0282 0.9872  0.2397
H: -1.7708 0.3059 0.2263  0.3083
H: 0.3609 -0.0834 -1.8292  0.2415
H: 1.2942 0.4897 -0.3870  0.2140

SMILES   BrN1CC1
HOMO energy   -9.56 eV
E_LUMO   0.5 eV

---

Need the numbers? Relative energies in eV: arrangement P 0.280; arrangement Q 0.000.

---

Arrangement P

ORCA calculation (the ωB97M-V functional and the def2-TZVPD basis) on a gas-phase ion, C5H13N2S (charge -1).

Last column: Mulliken charge in e.
CARTESIAN COORDINATES (ANGSTROEM)
C: 2.0888 -2.1039 -1.1570  -1.3861
C: 0.8909 -1.0757 -1.5012  -0.1457
N: -0.2212 -1.2961 -0.5048  -0.4753
C: -1.0450 -0.0054 -0.2455  -0.8844
C: -0.4352 0.9240 0.8061  0.1563
N: -0.0835 2.1353 0.0371  -0.7029
C: -1.5184 1.1163 1.9265  -1.0670
S: -1.5172 2.8281 2.6991  -0.6587
H: 2.7407 -1.9914 -0.3212  0.3845
H: 2.6381 -2.2900 -2.0813  0.3618
H: 1.6814 -3.0680 -0.9400  0.4011
H: 1.4906 -0.1277 -1.4981  0.2459
H: 0.5863 -1.3810 -2.5069  0.2792
H: 0.1022 -1.4060 0.5015  0.3016
H: -1.3640 0.5922 -1.2209  0.2551
H: -2.1378 -0.3011 0.1987  0.3200
H: 0.4508 0.5607 1.2964  0.4201
H: -0.9594 2.7993 0.0491  0.2764
H: 0.6597 2.5670 0.5493  0.2726
H: -2.4186 1.1803 1.2993  0.2620
H: -1.6292 0.3430 2.6137  0.3835

Charge   -1
SMILES   CCNC[C@@H](N)C[S-]
HOMO energy   -2.47 eV
E_LUMO   3.4 eV

---

Arrangement Q

ORCA calculation (the ωB97M-V functional and the def2-TZVPD basis) on a gas-phase ion, C5H13N2S (charge -1).

Last column: Mulliken charge in e.
CARTESIAN COORDINATES (ANGSTROEM)
C: 1.8917 -0.9528 -2.1281  -1.2858
C: 1.2443 0.1631 -1.2112  0.2876
N: 2.2000 0.8803 -0.4573  -0.5484
C: 0.0945 -0.5824 -0.4281  -0.8098
N: -0.5609 0.3483 0.3851  -0.1662
C: -1.5318 -0.1927 1.4366  -0.7094
C: -2.2639 0.9642 2.1444  -0.6468
S: -3.6626 0.1207 3.0780  -0.7033
H: 1.0430 -1.3433 -2.7334  0.3275
H: 2.3947 -1.6144 -1.4535  0.3625
H: 2.4827 -0.6267 -3.0235  0.3380
H: 0.7736 1.0413 -1.7895  0.1665
H: 1.6187 1.3931 0.3246  0.2760
H: 3.0641 0.4530 -0.1809  0.1841
H: 0.4801 -1.4477 0.0740  0.4563
H: -0.6356 -1.0795 -1.2381  0.2143
H: -1.0482 0.9929 -0.2245  0.2105
H: -2.3140 -0.8618 1.0024  0.2808
H: -0.9608 -0.7889 2.1563  0.2934
H: -2.7359 1.6385 1.4417  0.2296
H: -1.5739 1.4950 2.8249  0.2424

Charge   -1
SMILES   C[C@H](N)CNCC[S-]
HOMO energy   -2.39 eV
E_LUMO   3.2 eV

---

Arrangement R

ORCA calculation (the ωB97M-V functional and the def2-TZVPD basis) on a gas-phase ion, C5H13N2S (charge -1).

Last column: Mulliken charge in e.
CARTESIAN COORDINATES (ANGSTROEM)
C: -0.5464 1.3690 -2.5838  -1.3267
C: -0.9943 0.4576 -1.4483  0.1940
N: -2.1314 1.1746 -0.5501  -0.7032
C: 0.3190 0.1899 -0.6825  -0.7226
N: 0.0361 -0.5629 0.5613  -0.2547
C: 1.0914 -0.6082 1.6615  -0.5845
C: 0.8476 -1.7327 2.7092  -0.6016
S: 2.6382 -1.7884 3.4830  -0.7097
H: 0.2262 0.8634 -3.2468  0.2929
H: -0.1966 2.2487 -2.1185  0.3639
H: -1.1664 1.3616 -3.4242  0.4025
H: -1.5273 -0.3975 -1.7272  0.3788
H: -2.2053 0.6910 0.2547  0.2818
H: -1.9170 2.0594 -0.3511  0.1885
H: 0.9949 1.0943 -0.4014  0.3820
H: 0.8961 -0.4462 -1.3957  0.2677
H: -0.2085 -1.5289 0.1619  0.2174
H: 2.0578 -0.8741 1.1351  0.2728
H: 1.1676 0.4611 2.0916  0.2065
H: 0.4527 -2.6540 2.2656  0.2766
H: 0.1654 -1.3776 3.6057  0.1776

Charge   -1
SMILES   C[C@H](N)CNCC[S-]
HOMO energy   -2.39 eV
E_LUMO   3.2 eV

---

Need the numbers? Relative energies in eV: arrangement P 0.836; arrangement Q 0.000; arrangement R 1.138.